ORCA calculation (ωB97M-V/def2-TZVPD) on C23H36Cl9NO12Zr as an isolated structure.

Results
energy relative to the best compared isomer or geometry (same formula, charge and spin): 290.5 kJ/mol
HOMO: -13.28 eV
E: -6043.87040 a.u.
orbital gap: 5.544 eV

ORCA input file:
```
! RIJCOSX wB97M-V def2-TZVPD def2/J DEFGRID3
* xyz 2 1
Zr -8.7457 -19.4543 20.5534
C -7.4518 -23.4059 20.3739
C -7.8731 -23.2443 18.9033
C -8.3217 -24.6447 18.4609
C -9.0994 -24.6846 17.1354
C -10.3153 -23.7839 17.2799
C -9.9712 -22.3417 17.6756
N -9.0701 -22.3713 18.8164
O -9.0011 -21.2849 19.5005
C -11.3435 -21.7177 17.9817
C -9.3867 -21.6088 16.4618
C -6.6625 -22.7762 18.1007
H -8.3508 -23.5745 20.9777
H -7.0439 -22.4796 20.7866
H -6.7771 -24.2513 20.4504
H -8.8754 -25.1885 19.2301
H -7.4392 -25.2652 18.2759
H -9.3562 -25.7059 16.8671
H -8.4585 -24.2677 16.3530
H -10.8890 -24.2280 18.1002
H -10.8762 -23.8016 16.3470
H -12.0365 -21.8325 17.1546
H -11.2808 -20.6710 18.2892
H -11.7862 -22.2530 18.8270
H -8.5844 -22.1336 15.9459
H -9.0148 -20.6171 16.7408
H -10.1463 -21.3992 15.7080
H -6.5994 -21.6871 18.0957
H -6.6114 -23.1869 17.0920
H -5.7480 -23.1498 18.5666
C -4.7355 -20.2262 19.7166
C -6.1247 -19.8938 20.0199
O -6.7040 -19.9445 21.1744
O -6.9730 -19.5231 19.1485
H -4.1161 -19.4611 20.2026
H -4.4832 -20.0552 18.6751
H -4.3857 -21.1797 20.1033
C -3.8679 -20.2095 23.8558
Cl -5.2922 -20.5620 24.8473
Cl -4.0693 -18.6834 22.9692
Cl -3.4394 -21.5646 22.8414
H -3.0153 -20.0855 24.5119
C -3.6574 -24.9969 21.6147
Cl -2.0863 -25.2401 22.3902
Cl -3.5319 -23.7332 20.3805
Cl -4.9094 -24.7367 22.8022
H -3.8820 -25.8684 21.0119
C -2.2791 -16.0209 18.7214
Cl -3.3898 -14.6560 18.5848
Cl -0.8329 -15.7842 17.7465
Cl -3.1474 -17.4804 18.2222
H -1.9147 -16.0538 19.7402
C -5.0993 -14.7846 21.8809
C -6.0193 -13.9382 20.9735
O -6.9253 -14.9461 20.4403
C -6.5146 -16.1605 20.7865
O -7.1372 -17.1736 20.5583
O -5.4249 -16.1294 21.5290
H -5.3012 -14.6183 22.9347
H -4.0683 -14.5400 21.6357
H -5.5465 -13.4601 20.1260
H -6.6024 -13.3438 21.6703
C -6.6110 -19.2923 15.3344
C -5.1647 -19.1777 15.7957
O -4.4956 -20.0644 14.8966
C -5.4028 -20.9349 14.3871
O -5.1578 -21.8654 13.7082
O -6.6607 -20.6117 14.8055
H -6.9454 -18.5811 14.5797
H -7.2594 -19.2017 16.2079
H -5.0482 -19.5776 16.8007
H -4.8657 -18.1389 15.6850
C -9.4691 -23.6689 24.2484
C -8.1544 -23.0845 24.7920
O -7.8606 -22.0752 23.7943
C -8.9462 -21.8464 23.0949
O -8.9806 -20.9600 22.2549
O -9.9553 -22.6330 23.3695
H -10.1568 -23.8956 25.0567
H -9.3084 -24.5627 23.6479
H -7.3672 -23.8284 24.7445
H -8.3228 -22.6430 25.7699
*
```

ORCA calculation (ωB97M-V/def2-TZVPD) on a 2-piece molecular cluster, C3H8NO overall.

Results
energy relative to the best compared isomer or geometry (same formula, charge and spin): 257.5 kJ/mol
HOMO: -14.06 eV
E: -248.73782 a.u.
orbital gap: 8.785 eV

ORCA input file:
```
! RIJCOSX wB97M-V def2-TZVPD def2/J DEFGRID3
* xyz 1 1
C -1.3843 0.7877 -1.8266
N -0.2021 0.8722 -1.3963
H -1.6630 1.6511 -2.3894
H -1.8420 -0.2736 -2.2238
H 0.2111 -0.1549 -1.0172
H 0.3445 1.7024 -1.3320
C 1.1234 -0.2066 2.1819
C 0.1947 -0.5036 1.2403
O 0.6975 -1.0719 0.1053
H 0.8506 0.1402 3.2324
H 2.0164 -0.7772 1.9697
H -0.8794 -0.1935 1.2458
H 0.5328 -1.9723 0.2098
*
```

ORCA calculation (ωB97M-V/def2-TZVPD) on C29H32MgN4O5S2Si as an isolated structure.

Results
energy relative to the best compared isomer or geometry (same formula, charge and spin): 13.2 kJ/mol
HOMO: -8.15 eV
E: -3005.53205 a.u.
orbital gap: 6.482 eV

ORCA input file:
```
! RIJCOSX wB97M-V def2-TZVPD def2/J DEFGRID3
* xyz 0 1
Mg 0.6501 -0.4380 -0.6062
C 5.6078 0.7933 4.0620
Si 5.1904 -0.6637 2.9821
C 5.6098 -2.2663 3.8114
C 6.1410 -0.4866 1.3882
C 3.3095 -0.5907 2.7182
C 2.5128 -0.1456 3.7801
C 1.1403 -0.0403 3.6641
C 0.5587 -0.3466 2.4474
N 1.2856 -0.7729 1.4123
C 2.6019 -0.9112 1.5661
S 3.4860 -1.5611 0.1407
H 6.6897 0.8466 4.2115
H 5.1430 0.7454 5.0496
H 5.2875 1.7211 3.5791
H 6.6842 -2.3055 4.0155
H 5.3568 -3.1191 3.1753
H 5.0800 -2.3828 4.7605
H 7.1603 -0.1776 1.6389
H 5.7152 0.2854 0.7392
H 6.2074 -1.4178 0.8213
H 2.9839 0.1258 4.7181
H 0.5295 0.2985 4.4890
H -0.5012 -0.2290 2.2533
C 0.5465 -0.9791 -4.9661
C 0.7310 0.3324 -5.3781
C 0.9661 1.3137 -4.4394
C 1.0191 0.9908 -3.0838
N 0.8498 -0.2948 -2.6951
C 0.6106 -1.2381 -3.6171
C 1.2723 2.0056 -2.0127
C 1.3258 3.3687 -2.3273
C 1.5662 4.2990 -1.3311
C 1.7564 3.8703 -0.0204
C 1.6854 2.5134 0.2768
C 1.4350 1.5361 -0.6944
H 0.3521 -1.7766 -5.6682
H 0.6898 0.5871 -6.4299
H 1.1099 2.3347 -4.7564
H 0.4570 -2.2441 -3.2463
H 1.1730 3.7280 -3.3390
H 1.6006 5.3549 -1.5736
H 1.9453 4.5990 0.7610
H 1.8195 2.2144 1.3180
C -4.7145 -4.3666 0.7705
C -5.0378 -2.9886 0.2507
C -5.5952 -2.0228 1.0786
C -5.8950 -0.7540 0.5967
C -5.6363 -0.4575 -0.7318
C -5.0820 -1.4115 -1.5821
C -4.7874 -2.6661 -1.0842
S -5.9288 1.1738 -1.3449
O -6.4458 1.0532 -2.6746
O -6.6303 1.8917 -0.3199
N -4.4435 1.8354 -1.4711
C -3.6955 2.0399 -0.2131
C -2.2014 2.0216 -0.5329
C -1.8057 0.6413 -1.0349
O -2.1551 0.3002 -2.1659
O -1.1428 -0.1129 -0.2086
H -4.8732 -4.4316 1.8469
H -3.6753 -4.6281 0.5615
H -5.3436 -5.1196 0.2912
H -5.7989 -2.2631 2.1162
H -6.3369 0.0031 1.2322
H -4.8847 -1.1617 -2.6174
H -4.3509 -3.4127 -1.7391
H -3.8774 1.3053 -2.1405
H -3.9177 1.2540 0.5169
H -3.9903 2.9887 0.2270
H -1.6207 2.2832 0.3490
H -1.9921 2.7450 -1.3237
O 2.3837 -2.9581 -1.5884
N 2.1333 -2.2581 -0.6587
*
```

ORCA calculation (ωB97M-V/def2-TZVPD) on one molecule with the formula C12H21N9.

Results
energy relative to the best compared isomer or geometry (same formula, charge and spin): 0.0 kJ/mol
HOMO: -8.81 eV
E: -962.65311 a.u.
orbital gap: 8.786 eV
structure (SMILES): CCN(CC)c1nc(-c2nnn[nH]2)nc(N(CC)CC)n1

ORCA input file:
```
! RIJCOSX wB97M-V def2-TZVPD def2/J DEFGRID3
* xyz 0 1
C 3.2633 -1.7103 -2.6873
C 1.7692 -1.8802 -2.6186
N 1.2787 -1.6102 -1.2213
C 1.4924 -2.6481 -0.1910
C 0.2909 -3.6179 -0.0922
C 0.7691 -0.3934 -0.8114
N 0.9490 0.6403 -1.5565
C 0.4286 1.7747 -1.1152
C 0.7849 3.0373 -1.7702
N 1.5217 3.2597 -2.8044
N 1.5542 4.6091 -2.9791
N 0.9030 5.2274 -2.0939
N 0.3669 4.2634 -1.3204
N -0.3954 1.8079 -0.0823
C -0.5534 0.6743 0.5814
N -1.4128 0.6272 1.6764
C -2.0570 -0.6544 2.0650
C -1.2663 -1.2562 3.2417
C -1.9056 1.8676 2.2917
C -3.2160 2.4040 1.6350
N 0.0234 -0.4547 0.2722
H 3.6187 -1.9053 -3.7036
H 3.5667 -0.7302 -2.3123
H 3.7614 -2.4218 -2.0249
H 1.4961 -2.8953 -2.9067
H 1.3274 -1.1807 -3.3574
H 1.6389 -2.1533 0.7622
H 2.3806 -3.2447 -0.4008
H 0.3301 -4.1571 0.8474
H -0.5970 -2.9986 -0.1093
H 0.2973 -4.3469 -0.9232
H -0.1811 4.4075 -0.4925
H -2.1387 -1.4398 1.3123
H -3.0934 -0.4678 2.3377
H -1.1144 -0.6123 4.1045
H -0.2806 -1.5159 2.9022
H -1.7951 -2.1925 3.5416
H -2.1208 1.6838 3.3721
H -1.1174 2.6192 2.2459
H -3.6976 3.1899 2.2149
H -3.9054 1.5636 1.5039
H -2.9646 2.8307 0.6659
*
```